1.
Computed, not measured: a single C4H4INO2 molecule in a non-equilibrium geometry, with the ωB97M-V functional and the def2-TZVPD basis.

Geometry as XYZ:
```
12
Properties=species:S:1:pos:R:3:forces:R:3
O -0.23924 -0.40005 2.63386 0.345 -1.777 0.471
C -0.06570 0.36811 1.57427 0.243 -0.985 0.833
C -0.31107 1.40540 0.88267 -1.672 1.125 1.433
C 0.64802 0.43802 0.30876 0.467 0.389 0.401
C 0.19943 -0.27289 -0.84005 -2.606 -2.074 -4.574
O -1.15520 -0.08164 -1.15174 0.575 0.448 0.164
N 0.95013 -0.97434 -1.58854 1.421 0.118 0.618
I 0.48237 -1.87017 -3.38037 -0.363 0.505 0.764
H 0.22134 -1.29309 2.56492 -0.712 1.875 -0.174
H -1.07678 2.14489 0.79214 0.331 0.571 -0.542
H 1.67302 0.66775 0.32554 1.438 0.137 -0.337
H -1.32631 -0.13200 -2.12145 0.533 -0.332 0.943
```
Forces are in eV/Å.

The orbital gap comes out at 9.1 eV. The calculation puts the relative energy (zero: lowest compared OMol25 entry of this formula, charge and spin) at 362.2 kJ/mol. Its molar mass is 224.985 u. For the HOMO energy, the calculation gives -9.13 eV. For the total energy, the calculation gives -17894.5815 eV. Its SMILES is OC1=C[C@@H]1/C(O)=N/I.

***

2.
Computed, not measured: a molecular structure, C4H4INO2 in a non-equilibrium geometry, with the ωB97M-V functional and the def2-TZVPD basis.

Geometry as XYZ:
```
12
Properties=species:S:1:pos:R:3:forces:R:3
C 1.67727 -0.24085 -0.25817 -1.575 3.716 0.779
C 0.99885 1.55489 0.11945 1.395 -5.389 -1.373
C -0.55591 -0.03520 -0.56387 0.757 0.228 0.188
C -1.45931 -0.62395 0.41738 -1.206 -1.844 3.527
N 0.63805 -0.79077 -0.64424 0.792 -1.689 -0.443
O 1.59541 2.47135 0.46377 1.245 2.704 1.022
O -0.23718 1.35298 -0.18693 -1.469 -0.251 -0.547
I 3.61208 -0.96443 0.02097 -0.542 0.115 -0.177
H -1.11603 -0.13428 -1.45622 0.137 1.142 -1.639
H -2.19878 0.10391 0.85857 1.186 -0.586 -0.168
H -0.85612 -1.25604 1.15929 -0.796 1.617 -0.238
H -2.09834 -1.43762 0.07001 0.075 0.237 -0.930
```
Forces are in eV/Å.

The orbital gap comes out at 9.3 eV. The calculation puts the relative energy (zero: lowest compared OMol25 entry of this formula, charge and spin) at 178.4 kJ/mol. Its molar mass is 224.985 u. For the HOMO energy, the calculation gives -9.14 eV. For the total energy, the calculation gives -17896.4864 eV.

***

3.
Computed, not measured: a single C4H4INO2S molecule in a non-equilibrium geometry, with the ωB97M-V functional and the def2-TZVPD basis.

Geometry as XYZ:
```
13
Properties=species:S:1:pos:R:3:forces:R:3
C -1.64877 0.25524 -0.74082 -1.090 1.684 -0.725
C -1.24651 -0.98118 -0.14823 -0.394 -0.444 0.073
C -0.72965 1.23146 -0.43052 0.683 -0.318 -0.980
C -0.11783 -0.74560 0.50861 1.412 2.152 -0.220
N 0.26158 0.57936 0.26323 0.891 -0.991 1.765
O 2.02128 2.39303 0.18425 0.020 0.552 -0.557
O 0.72646 -1.49718 1.23093 -0.861 -1.879 0.158
S 1.81733 1.08427 0.74328 -0.552 -0.387 0.782
I 3.00684 -0.66484 -0.51157 0.894 0.051 -0.742
H -2.54976 0.55534 -1.30444 0.557 -0.810 0.400
H -1.52695 -2.00726 -0.10234 -1.376 -0.311 -0.550
H -0.45800 2.24049 -0.77711 -0.847 -0.618 0.193
H 0.44399 -2.44313 1.08473 0.664 1.320 0.404
```
Forces are in eV/Å.

The orbital gap comes out at 7.7 eV. The calculation puts the relative energy (zero: lowest compared OMol25 entry of this formula, charge and spin) at 10.2 kJ/mol. Its molar mass is 257.052 u. For the HOMO energy, the calculation gives -8.51 eV. For the total energy, the calculation gives -28731.8545 eV.

***

4.
Computed, not measured: a molecular structure, C4H4LaLi2O2 in a non-equilibrium geometry, with the ωB97M-V functional and the def2-TZVPD basis.

Geometry as XYZ:
```
13
Properties=species:S:1:pos:R:3:forces:R:3
O -2.45400 -1.19038 -1.71394 -0.120 -0.388 -0.370
C -1.24802 -0.95588 -1.64149 -0.894 0.053 1.727
C -0.12642 -0.55500 -1.20271 1.035 -0.096 -2.686
Li -3.75861 0.22019 -1.94475 -0.303 0.384 -0.192
Li -2.90461 -2.93667 -0.98436 -0.490 -0.245 -0.232
H 0.19800 -0.03546 -2.21331 0.366 -0.376 1.680
C 2.03713 1.02193 1.62794 -0.321 0.750 0.831
C 0.80329 1.52573 1.31202 0.196 0.116 1.033
O 2.43935 -0.19969 1.38791 -1.304 -3.090 -1.542
H 2.64893 1.56291 2.36756 0.548 0.298 -1.120
H 0.67824 2.61081 1.32306 -0.019 -0.353 0.334
H -0.05970 0.93885 1.65055 0.007 -0.195 -1.194
La 1.74644 -2.00736 0.03152 1.298 3.140 1.731
```
Forces are in eV/Å.

The orbital gap (spin up / spin down) comes out at 5.4 / 4.6 eV. The calculation puts the relative energy (zero: lowest compared OMol25 entry of this formula, charge and spin) at 0.0 kJ/mol. Its molar mass is 236.862 u. As for the charge: +3. For the HOMO energy (spin up / spin down), the calculation gives -17.51 / -16.64 eV. For the total energy, the calculation gives -9545.9346 eV.

***

5.
Computed, not measured: a molecular structure, C4H4LaO2 in a non-equilibrium geometry, with the ωB97M-V functional and the def2-TZVPD basis.

Geometry as XYZ:
```
11
Properties=species:S:1:pos:R:3:forces:R:3
H 0.70011 0.45126 1.82808 -0.646 0.097 0.785
O 2.53066 0.10611 -1.91091 -2.258 -0.736 1.689
C 1.53294 -0.16513 -1.39226 3.888 0.791 -2.191
C 0.28261 -0.25980 -0.95008 -2.469 -2.939 1.390
C -0.21684 0.27735 1.24977 2.308 0.951 -0.936
C -0.50133 -1.01815 0.75518 1.136 0.586 -1.110
H -0.39800 -0.72769 -1.66480 0.073 0.369 -0.215
H -1.55642 -1.10915 0.47405 0.547 -0.989 -0.279
H 0.16691 -1.77239 1.18055 -0.924 -0.511 -0.215
O -0.35866 1.16906 0.28146 -3.476 3.960 0.771
La -2.18199 3.04852 0.14897 1.821 -1.578 0.311
```
Forces are in eV/Å.

The orbital gap (spin up / spin down) comes out at 4.6 / 4.9 eV. Its molar mass is 222.980 u. As for the charge: +3. For the HOMO energy (spin up / spin down), the calculation gives -19.88 / -19.96 eV. For the total energy, the calculation gives -9126.4354 eV.

***

6.
Computed, not measured: a molecular structure, C4H4LiLuO5 in a non-equilibrium geometry, with the ωB97M-V functional and the def2-TZVPD basis.

Geometry as XYZ:
```
15
Properties=species:S:1:pos:R:3:forces:R:3
O 3.70829 1.64106 -1.40211 -0.182 0.080 -0.210
C 3.94611 1.12844 -0.31035 1.493 0.496 -0.569
O 3.12401 0.44638 0.35084 -1.908 -0.278 0.340
Li 2.71988 -0.00688 2.11643 0.577 -0.383 0.829
Lu 1.59868 1.13971 -1.26134 -1.470 -0.797 -1.106
C -0.47072 -0.29469 -1.54045 1.447 0.204 -1.022
C -1.50995 0.41742 -1.12120 0.648 1.787 1.002
H -0.13363 -1.32979 -1.66585 -0.050 -0.117 0.706
H -1.87362 1.31149 -1.63349 -0.010 0.034 0.343
O -2.63695 -0.48476 2.07583 0.842 1.581 0.352
C -1.83753 -0.39357 1.08231 -2.128 -3.209 -1.001
O -0.99602 -1.31940 0.82807 0.279 -1.090 -2.526
O -2.19214 0.41393 0.15097 -0.621 0.799 -1.150
H -2.31238 -1.09324 2.75953 -0.183 -0.407 0.234
H -1.13404 -1.57611 -0.42920 1.266 1.299 3.779
```
Forces are in eV/Å.

The orbital gap (spin up / spin down) comes out at 6.4 / 5.9 eV. The calculation puts the relative energy (zero: lowest compared OMol25 entry of this formula, charge and spin) at 303.4 kJ/mol. The expectation value of S² is 0.75. Its molar mass is 313.979 u. As for the charge: +3. The spin multiplicity is 2. For the HOMO energy (spin up / spin down), the calculation gives -20.37 / -20.37 eV. For the total energy, the calculation gives -48239.3990 eV.

***

7.
Computed, not measured: a molecular structure, C4H4LiO5Rb in a non-equilibrium geometry, with the ωB97M-V functional and the def2-TZVPD basis.

Geometry as XYZ:
```
15
Properties=species:S:1:pos:R:3:forces:R:3
O -3.52849 1.12288 -0.18548 -0.524 0.285 0.027
C -2.33921 0.55804 -0.23009 1.022 0.727 0.264
C -4.54239 0.13447 0.09085 -0.176 -0.098 0.012
O -1.29268 1.15437 -0.29584 -0.235 -0.328 -0.202
O -2.42865 -0.77362 -0.12651 0.008 -0.743 0.177
C -3.74698 -1.12765 0.07647 -0.117 -0.071 -0.051
Rb 2.20999 1.62664 -0.13729 0.006 -0.244 -0.036
H -5.31117 0.19865 -0.69191 0.182 -0.018 0.187
H -5.00160 0.36781 1.06359 0.089 -0.049 -0.226
H -3.93616 -2.08397 0.55326 0.081 0.335 -0.160
C 5.76666 -0.56169 -0.29038 0.356 -0.520 0.068
O 5.09962 0.44872 0.09293 -0.507 0.661 0.122
O 6.96130 -0.72922 0.02735 -0.267 0.308 -0.021
Li 6.83689 0.99904 0.96426 -0.174 -0.609 -0.387
H 5.25286 -1.33447 -0.91122 0.254 0.364 0.227
```
Forces are in eV/Å.

The orbital gap (spin up / spin down) comes out at 7.4 / 9.8 eV. The calculation puts the relative energy (zero: lowest compared OMol25 entry of this formula, charge and spin) at 0.0 kJ/mol. The expectation value of S² is 0.75. Its molar mass is 224.480 u. As for the charge: +1. The spin multiplicity is 2. For the HOMO energy (spin up / spin down), the calculation gives -10.81 / -13.24 eV. For the total energy, the calculation gives -15306.0105 eV.

***

8.
Computed, not measured: a molecular structure, C4H4LiO5Tl in a non-equilibrium geometry, with the ωB97M-V functional and the def2-TZVPD basis.

Geometry as XYZ:
```
15
Properties=species:S:1:pos:R:3:forces:R:3
O -1.04659 0.02327 0.54446 -0.641 -0.497 1.185
C -0.39789 -0.42622 -0.55657 0.573 -1.066 -0.776
C -1.20537 1.41889 0.49791 0.137 0.665 0.083
O -0.90844 -1.42877 -1.16797 0.550 -0.745 0.855
O -0.01944 0.63698 -1.30284 0.701 0.221 -0.876
C -0.71438 1.78918 -0.89267 0.055 0.480 0.390
H -0.59351 1.88895 1.26915 -0.051 -0.057 0.110
H -2.25171 1.69670 0.62749 -0.004 -0.174 0.198
H -0.03533 2.64074 -0.83878 0.045 -0.074 -0.253
H -1.53738 2.01665 -1.57129 0.003 -0.077 -0.141
Tl -1.03570 -3.53959 0.04271 0.490 1.081 -0.373
O 1.66822 -2.47311 0.50325 0.905 -6.565 1.832
C 1.88580 -1.33460 0.38432 -0.916 11.094 -1.331
O 2.68072 -0.37461 0.82822 -1.200 -5.089 -0.428
Li 3.51100 -2.53445 1.63261 -0.646 0.804 -0.474
```
Forces are in eV/Å.

The orbital gap (spin up / spin down) comes out at 4.3 / 4.3 eV. The calculation puts the relative energy (zero: lowest compared OMol25 entry of this formula, charge and spin) at 245.4 kJ/mol. Its molar mass is 343.395 u. For the HOMO energy (spin up / spin down), the calculation gives -4.90 / -4.88 eV. For the total energy, the calculation gives -19345.8236 eV.

***

9.
Computed, not measured: 2 unconnected molecules or ions with the total composition C4H4N in a non-equilibrium geometry, with the ωB97M-V functional and the def2-TZVPD basis.

Geometry as XYZ:
```
9
Properties=species:S:1:pos:R:3:forces:R:3
C 2.74116 0.56044 -0.05739 2.457 0.085 0.395
C -2.31016 0.90157 0.00982 -2.518 1.639 -0.308
C 1.63270 0.14374 -0.01526 -3.430 -1.049 -0.111
C -1.37896 0.13000 -0.07916 0.358 -1.530 -0.095
N -0.53817 -0.87854 -0.04247 1.050 -0.948 0.167
H 3.75440 0.42184 0.21761 0.699 0.594 -0.211
H -3.28566 1.50996 -0.02495 2.195 -1.086 0.174
H -0.41410 -1.36025 0.91566 0.026 0.869 -1.943
H -0.20120 -1.42875 -0.92386 -0.836 1.426 1.932
```
Forces are in eV/Å.

The orbital gap (spin up / spin down) comes out at 7.1 / 8.0 eV. The calculation puts the relative energy (zero: lowest compared OMol25 entry of this formula, charge and spin) at 553.2 kJ/mol. Its molar mass is 66.083 u. As for the charge: +1. For the HOMO energy (spin up / spin down), the calculation gives -15.50 / -15.02 eV. For the total energy, the calculation gives -5685.9232 eV.

***

10.
Computed, not measured: a single C4H4N2 molecule in a non-equilibrium geometry, with the ωB97M-V functional and the def2-TZVPD basis.

Geometry as XYZ:
```
10
Properties=species:S:1:pos:R:3:forces:R:3
H 0.02248 2.67783 0.50553 -0.657 -2.750 3.285
N 0.05323 1.81796 1.35541 0.969 4.206 -2.595
C 0.19970 0.80679 0.66667 -0.422 -3.561 -0.840
C -0.30548 0.46689 -0.77452 -3.054 0.153 0.398
C -0.24094 -0.86004 -0.91178 2.817 1.646 3.087
C 0.53835 -1.36073 0.33414 -0.837 -5.320 -2.783
N 0.71923 -0.64386 1.29554 -0.652 6.319 1.193
H -1.29645 0.93573 -1.30851 3.204 -0.225 1.175
H -0.51319 -1.39906 -1.73450 -0.965 -1.579 -1.712
H 0.82308 -2.44151 0.57202 -0.403 1.110 -1.208
```
Forces are in eV/Å.

The orbital gap comes out at 9.5 eV. The calculation puts the relative energy (zero: lowest compared OMol25 entry of this formula, charge and spin) at 344.8 kJ/mol. Its molar mass is 80.090 u. For the HOMO energy, the calculation gives -9.77 eV. For the total energy, the calculation gives -7189.1154 eV. Its SMILES is [H]/N=C1\C=CC=N1.

***

> Which of these has the highest total energy?

C4H4N